Molecular formula: C4H13NO2
Method: DFT, ωB97M-V/def2-TZVPD

Each line ends with the Mulliken charge.
Cartesian coordinates (Å):
C 1.2537 1.8769 -0.1818  -0.791
O 1.7052 1.2663 -1.3300  -0.533
C -0.0571 1.2787 0.4259  0.417
C -0.0470 -0.2186 0.2483  -0.233
C -1.3618 -0.9005 0.4726  -1.242
N -0.1070 1.6231 1.8287  -0.632
H 1.2807 2.9853 -0.1949  0.346
H 1.9963 1.6296 0.6197  0.326
H 1.1279 1.2426 -2.0955  0.331
H -0.8273 1.8443 -0.1159  0.235
H 0.7422 -0.6496 0.9574  0.204
H 0.2754 -0.5264 -0.7441  0.292
H -1.5419 -1.9119 0.0222  0.264
H -1.7650 -0.9155 1.4788  0.304
H -2.0823 -0.3585 -0.1560  0.323
H 0.5180 2.3469 2.1753  0.189
H -0.9999 1.8354 2.2529  0.198
H 0.0736 -3.4775 -1.4855  0.313
H -0.0140 -4.9373 -1.9467  0.324
O -0.1696 -4.0333 -2.2313  -0.634

highest occupied orbital energy	-9.279	eV
electronic energy	-9943.0082	eV
energy relative to the best compared isomer or geometry (same formula, charge and spin)	27.40	kcal per mole
multiplicity	1
SMILES	CC[C@@H](N)CO.O